[1]
Computed, not measured: a structure of composition C10H23CaCl2FN3O3 in a non-equilibrium geometry, with ωB97M-V/def2-TZVPD.

## Properties
molar mass = 363.29 g mol⁻¹
LUMO (alpha / beta) = -8.3 / -11.1 eV
strongest force on any atom = 4.15 eV/A
HOMO (alpha / beta) = -14.4 / -14.4 eV
energy above the lowest of the compared OMol25 structures with the same formula, charge and spin = 100.5 kJ/mol

```
! wB97M-V def2-TZVPD RIJCOSX def2/J DEFGRID3
* xyz 2 2
Ca 28.039 27.767 16.418
Cl 26.183 27.472 22.508
Cl 25.615 28.838 20.067
F 26.908 26.360 17.851
O 29.753 22.301 18.895
O 27.732 25.914 14.710
O 22.440 24.389 18.818
N 28.569 24.164 19.038
N 25.991 24.821 15.551
N 24.719 24.568 18.734
C 23.470 25.023 18.593
C 24.988 23.208 19.226
C 28.301 22.756 17.034
C 23.407 26.464 18.155
C 25.530 27.269 20.890
C 26.618 24.470 13.155
C 28.936 24.612 20.364
C 26.798 25.106 14.538
C 28.892 23.033 18.463
C 24.871 23.914 15.434
H 24.851 23.086 20.301
H 24.504 26.902 20.882
H 27.115 24.992 12.338
H 26.114 26.536 20.334
H 28.177 25.311 20.715
H 29.947 25.008 20.463
H 23.929 24.438 15.273
H 27.024 23.463 13.260
H 28.262 23.691 16.475
H 24.300 22.520 18.735
H 28.926 23.729 21.003
H 27.954 24.781 18.527
H 24.955 23.462 16.422
H 25.594 24.454 12.781
H 24.228 27.124 18.433
H 22.474 26.896 18.519
H 26.122 25.202 16.477
H 27.271 22.420 17.151
H 23.287 26.493 17.072
H 25.996 22.915 18.934
H 25.456 25.233 18.551
H 28.856 22.040 16.427
H 25.025 23.114 14.710
*
```

---

[2]
Computed, not measured: the molecule C5H10N2 in a non-equilibrium geometry, with ωB97M-V/def2-TZVPD.

## Properties
molar mass = 98.15 g mol⁻¹
LUMO = 1.0 eV
strongest force on any atom = 2.00 eV/A
SMILES string = C=C/C(=N\C)NC
HOMO = -8.7 eV
energy above the lowest of the compared OMol25 structures with the same formula, charge and spin = 128.0 kJ/mol

```
! wB97M-V def2-TZVPD RIJCOSX def2/J DEFGRID3
* xyz 0 1
N 0.161 1.113 -1.218
N -0.904 -0.535 -0.075
C 1.536 -0.162 0.250
C 1.800 -0.335 1.526
C 0.168 0.063 -0.332
C -1.007 -1.645 0.818
C -1.146 1.561 -1.628
H -1.787 -2.356 0.515
H -1.284 -1.319 1.830
H 2.407 -0.082 -0.420
H 0.856 1.785 -1.056
H -1.607 0.705 -2.165
H 0.978 -0.392 2.257
H 2.830 -0.317 1.966
H -0.048 -2.274 0.903
H -1.817 1.801 -0.762
H -1.136 2.389 -2.412
*
```

---

[3]
Computed, not measured: a cluster of 11 separate species, C25H72O15 in total in a non-equilibrium geometry, with ωB97M-V/def2-TZVPD.

## Properties
molar mass = 612.84 g mol⁻¹
LUMO = 0.3 eV
strongest force on any atom = 2.60 eV/A
SMILES string = CC(C)O.CC(C)O.CC(C)O.OCCO.OCCO.OCCO.OCCO.CCO.CCO.CCO.CCO
HOMO = -9.7 eV
energy above the lowest of the compared OMol25 structures with the same formula, charge and spin = 19.6 kJ/mol

```
! wB97M-V def2-TZVPD RIJCOSX def2/J DEFGRID3
* xyz 0 1
O -0.922 -3.210 0.653
O 2.855 -0.516 -2.836
O -2.069 1.411 1.634
O -3.121 5.346 0.328
O -2.340 -1.141 1.795
O -0.638 0.580 4.203
O 3.804 2.158 1.902
O 2.995 -0.624 1.922
O -1.564 1.357 -1.069
O 0.008 -4.784 -1.428
O 0.911 -0.943 -5.098
O 1.381 -0.908 -0.544
O -3.510 -0.414 4.344
O -3.563 4.988 -2.498
O -3.043 0.277 -3.191
C 1.815 -3.579 -2.485
C -0.471 -0.460 -5.061
C 3.164 0.850 -3.133
C -5.280 0.510 -2.506
C 0.280 -2.993 2.710
C -1.877 2.135 2.780
C -4.234 -0.922 3.291
C 4.050 -1.561 1.992
C -0.190 0.950 -0.898
C -4.214 -0.450 -2.765
C -0.018 -0.550 -0.674
C -3.391 -1.894 2.445
C -0.684 0.622 -6.078
C 3.693 1.481 -1.809
C -0.559 1.827 3.469
C -3.871 -1.294 -1.569
C -2.414 4.403 -0.477
C 1.207 -4.950 -2.288
C 0.150 -3.772 1.421
C 3.720 2.339 4.362
C 2.423 3.905 2.896
C 4.592 -1.541 3.404
C -3.256 3.903 -1.658
C 2.953 2.520 3.050
C 5.128 -1.299 0.972
H 4.671 1.043 -1.509
H -5.387 1.176 -3.362
H 1.773 3.905 1.979
H 2.247 1.366 -3.397
H 3.685 -2.567 1.800
H -2.014 3.226 2.570
H 3.689 1.164 1.847
H 0.223 1.924 2.726
H 0.353 1.310 -1.756
H -1.816 -1.755 1.301
H -3.581 5.942 -0.273
H 1.130 -3.796 0.884
H 1.821 -0.850 -1.445
H -0.834 0.288 -7.090
H 1.033 -1.082 -6.052
H 5.304 -2.377 3.554
H 3.722 -1.678 4.054
H 1.934 -5.630 -1.801
H 1.842 4.203 3.734
H 4.672 2.869 4.326
H -0.018 -4.808 1.576
H -2.504 0.465 -2.412
H -0.637 -3.120 3.301
H -1.438 4.811 -0.826
H 3.280 4.578 2.878
H -4.171 3.481 -1.212
H 1.932 -3.202 -1.508
H 0.362 -1.956 2.460
H 4.639 -1.174 -0.031
H 3.227 2.648 5.279
H -5.102 -1.482 3.720
H -0.662 -3.192 -0.270
H -2.204 3.554 0.159
H -0.428 -0.846 0.296
H -2.719 1.929 3.464
H -1.115 -1.283 -5.280
H -0.374 2.631 4.183
H -6.215 -0.063 -2.329
H 0.160 1.316 -5.968
H -5.026 1.064 -1.616
H -0.618 -0.146 -4.066
H -4.557 -0.078 2.616
H 3.086 1.245 -0.909
H 3.980 1.263 4.403
H -4.464 5.003 -2.790
H 2.138 1.734 3.110
H 5.128 -0.681 3.729
H -0.407 -5.687 -1.477
H -4.713 -1.897 -1.217
H -1.886 1.291 -0.155
H 2.354 -0.859 -3.593
H 0.234 0.127 4.115
H -3.626 -0.625 -0.740
H -2.125 0.436 1.852
H 1.108 -3.268 3.330
H 0.309 1.524 -0.082
H -2.893 -2.559 3.162
H -3.093 -1.984 -1.864
H 2.779 -3.739 -2.973
H 3.942 0.868 -3.870
H 2.524 -0.680 1.100
H 1.143 -2.966 -3.054
H 5.539 -0.352 1.231
H 0.897 -5.336 -3.288
H 3.807 2.552 -1.842
H -1.648 1.089 -5.763
H -0.446 -1.183 -1.447
H -2.746 3.094 -2.210
H -4.402 -1.137 -3.588
H -4.022 -2.413 1.673
H -2.575 -0.298 4.126
H 5.901 -2.132 1.018
*
```

---

[4]
Computed, not measured: the molecule C15H18N2O3S in a non-equilibrium geometry, with ωB97M-V/def2-TZVPD.

## Properties
molar mass = 306.39 g mol⁻¹
LUMO = 0.6 eV
strongest force on any atom = 1.23 eV/A
SMILES string = CCOc1ccc(CC(=O)Nc2nccs2)cc1OCC
HOMO = -8.0 eV
energy above the lowest of the compared OMol25 structures with the same formula, charge and spin = 181.7 kJ/mol

```
! wB97M-V def2-TZVPD RIJCOSX def2/J DEFGRID3
* xyz 0 1
S -3.808 -1.429 1.868
O 1.763 -0.772 -0.251
O 1.982 0.922 2.056
O -4.365 2.731 -0.647
N -2.732 -1.156 -0.457
N -4.030 0.708 0.231
C 3.289 0.514 1.690
C -2.839 -2.706 1.233
C -1.085 2.144 0.583
C -3.479 -0.531 0.381
C 2.854 -2.509 -1.428
C -1.239 1.359 -0.548
C 1.662 -1.564 -1.416
C -3.685 1.734 -0.630
C 3.923 1.434 0.653
C 0.825 0.197 -0.014
C 0.017 1.969 1.397
C -2.362 -2.373 0.011
C 0.986 1.010 1.126
C -2.437 1.527 -1.447
C -0.276 0.402 -0.835
H 3.780 -1.941 -1.440
H -2.558 0.640 -2.069
H -2.315 2.405 -2.087
H -4.791 0.937 0.860
H -1.818 2.900 0.825
H -2.691 -3.606 1.794
H 1.675 -0.926 -2.311
H -0.413 -0.212 -1.709
H 2.814 -3.143 -2.310
H 3.887 2.466 0.996
H 4.959 1.149 0.495
H 3.845 0.566 2.630
H -1.739 -2.994 -0.606
H 2.842 -3.135 -0.540
H 3.391 1.364 -0.293
H 0.725 -2.136 -1.404
H 3.291 -0.520 1.332
H 0.153 2.574 2.279
*
```

---

[5]
Computed, not measured: a cluster of 11 separate species, C32H86O12 in total in a non-equilibrium geometry, with ωB97M-V/def2-TZVPD.

## Properties
molar mass = 663.03 g mol⁻¹
LUMO = 0.3 eV
strongest force on any atom = 3.28 eV/A
SMILES string = CC(C)O.CC(C)O.CC(C)O.CC(C)O.CC(C)O.CC(C)O.CC(C)O.CC(C)O.CC(C)O.CC(C)O.OCCO
HOMO = -9.6 eV
energy above the lowest of the compared OMol25 structures with the same formula, charge and spin = 52.4 kJ/mol

```
! wB97M-V def2-TZVPD RIJCOSX def2/J DEFGRID3
* xyz 0 1
O 1.463 -9.499 5.532
O -3.553 -7.186 3.690
O 1.009 -1.410 3.487
O -1.991 -3.216 5.866
O 2.243 -3.847 3.401
O -1.709 -3.432 12.364
O 8.116 -4.034 8.119
O 4.270 -8.225 11.456
O 0.662 -3.792 5.824
O -1.345 -5.831 10.950
O 5.380 -1.392 10.995
O -2.118 -0.377 8.196
C 4.091 -1.679 11.391
C -2.113 -2.314 11.582
C 4.023 -5.804 11.634
C -0.505 0.136 2.678
C -1.302 -6.839 10.013
C 0.412 -5.359 2.633
C 0.501 -4.002 8.246
C 1.212 -4.492 6.953
C 8.001 -5.373 7.597
C -3.080 -1.412 12.530
C -0.915 -1.493 11.216
C -2.530 -6.750 9.107
C 3.263 -8.738 6.776
C 3.530 -10.740 5.254
C 3.334 -7.168 11.386
C -2.397 -2.492 7.039
C 2.778 -7.164 9.974
C -4.324 -5.888 5.647
C -1.336 -8.174 10.704
C 3.263 -2.117 10.190
C 6.749 -5.346 6.784
C 2.707 -6.211 3.210
C 2.861 -9.348 5.436
C -1.986 -6.915 5.473
C 1.929 -5.032 2.668
C 2.672 -4.124 7.043
C 3.514 -0.435 12.079
C 0.364 -1.803 1.221
C -1.885 -1.045 6.985
C 9.213 -5.871 6.838
C -3.171 -6.266 4.693
C -0.085 -1.272 2.588
H -0.286 -1.540 0.387
H 1.277 -10.016 6.319
H -2.251 -8.418 11.243
H -1.465 -4.133 11.755
H 3.345 -11.093 4.240
H 7.866 -6.057 8.434
H 3.191 -3.711 3.329
H 3.737 -5.977 2.940
H -1.317 0.348 1.983
H 5.414 -0.608 10.442
H 3.607 -3.074 9.797
H 1.224 -3.927 5.057
H 0.997 -4.373 9.144
H -2.653 -5.771 8.643
H 0.292 0.848 2.466
H -2.642 -2.679 10.702
H 6.603 -6.317 6.310
H 4.118 -2.524 12.078
H -0.877 0.301 3.689
H -3.440 -6.888 9.690
H -0.201 -2.118 10.681
H -1.423 -8.991 9.989
H 3.064 -8.757 4.543
H -1.156 -0.635 10.588
H 2.594 -7.368 12.161
H -0.883 -1.954 2.882
H 2.654 -3.094 7.399
H -5.265 -5.713 5.127
H 2.252 -2.229 10.583
H 9.291 -5.219 5.967
H 0.278 -6.390 2.307
H -2.463 -1.173 13.397
H 4.588 -5.881 12.563
H -0.803 -6.004 11.724
H 3.187 -4.668 7.835
H -0.398 -6.768 9.409
H -0.492 -8.482 11.322
H 1.828 -7.691 9.895
H 2.918 -9.303 7.642
H 1.078 -5.569 6.850
H -1.108 -7.182 4.885
H 3.294 -11.505 5.993
H -3.819 -6.743 2.881
H 3.451 -7.582 9.225
H 3.169 -5.137 11.748
H -2.121 -0.448 6.104
H 4.754 -8.262 12.285
H 2.425 -0.421 12.120
H 10.111 -5.996 7.442
H -1.587 -6.197 6.189
H 1.295 -2.322 3.573
H -0.404 -0.997 12.042
H 3.187 -1.435 9.343
H -1.031 -3.227 5.849
H -0.802 -1.143 6.905
H 6.783 -4.721 5.892
H -2.803 -5.327 4.280
H -3.478 -2.469 7.180
H 8.938 -6.870 6.500
H -4.147 -4.977 6.220
H 2.588 -6.164 9.584
H 8.908 -3.710 7.684
H 4.617 -10.663 5.296
H -2.255 -7.855 5.955
H -2.081 -3.005 7.947
H 2.394 -7.062 2.604
H 1.347 -1.381 1.013
H 2.551 -6.325 4.282
H 2.829 -7.738 6.795
H 4.748 -5.401 10.928
H 2.249 -4.956 1.629
H 3.880 0.498 11.650
H 3.212 -4.105 6.097
H -3.297 -0.507 11.961
H -3.883 -2.109 12.770
H 0.468 -2.888 1.233
H -2.560 -7.489 8.307
H 5.927 -4.900 7.344
H -0.504 -4.423 8.258
H 0.400 -2.918 8.197
H -3.067 -0.277 8.300
H 4.347 -8.659 6.865
H 0.029 -5.242 3.646
H -4.462 -6.729 6.325
H -0.104 -4.813 1.844
H 3.929 -0.451 13.086
*
```

---

[6]
Computed, not measured: the molecule C3H4O2 in a non-equilibrium geometry, with ωB97M-V/def2-TZVPD.

## Properties
molar mass = 72.06 g mol⁻¹
LUMO = -0.1 eV
strongest force on any atom = 3.30 eV/A
HOMO = -9.3 eV
energy above the lowest of the compared OMol25 structures with the same formula, charge and spin = 412.4 kJ/mol

```
! wB97M-V def2-TZVPD RIJCOSX def2/J DEFGRID3
* xyz 0 1
O 1.773 0.983 0.347
O 1.100 -1.096 -0.434
C -1.395 0.375 -0.883
C 0.994 0.128 0.081
C -0.517 0.267 0.344
H -0.822 -0.765 0.234
H -0.652 0.689 1.380
H 1.984 -1.345 -0.552
H -2.466 0.764 -0.516
*
```

---

[7]
Computed, not measured: a cluster of 12 separate species, C12H48O12 in total in a non-equilibrium geometry, with ωB97M-V/def2-TZVPD.

## Properties
molar mass = 384.50 g mol⁻¹
LUMO = -0.2 eV
strongest force on any atom = 2.84 eV/A
SMILES string = CC(C)O.CC(C)O.CC(C)O.CC(C)O.O.O.O.O.O.O.O.O
HOMO = -10.0 eV
energy above the lowest of the compared OMol25 structures with the same formula, charge and spin = 147.3 kJ/mol

```
! wB97M-V def2-TZVPD RIJCOSX def2/J DEFGRID3
* xyz 0 1
O 5.448 5.996 0.545
O 3.548 -2.927 2.577
O 1.802 -0.597 -0.876
O -5.628 3.684 1.021
O 5.516 1.911 -0.776
O -4.197 -3.843 1.991
O -1.899 5.845 4.055
O 2.777 7.395 -2.396
O 3.382 -1.691 -5.229
O 2.545 -8.081 -4.247
O -0.608 -1.290 -6.956
O -0.481 -4.510 3.327
C 3.048 -8.586 -1.934
C -0.340 4.172 3.815
C -6.807 1.739 0.276
C -0.503 5.652 4.085
C 0.606 1.380 -1.375
C 0.064 6.607 3.046
C 1.642 -6.568 -2.629
C -6.074 2.351 1.423
C -6.870 2.540 2.688
C 0.656 0.129 -0.590
C -0.550 -0.867 -0.654
C 2.051 -8.009 -2.953
H 1.245 -8.742 -2.976
H 3.269 -9.614 -2.223
H -0.074 5.882 5.060
H 1.866 -1.311 -0.237
H -7.469 2.501 -0.134
H 0.249 -1.179 -6.544
H -0.046 6.204 2.039
H -0.240 1.966 -1.015
H 4.946 1.152 -0.656
H -3.386 -3.731 2.489
H 0.800 0.349 0.468
H 1.454 2.053 -1.248
H -7.517 1.014 0.673
H 3.003 -8.922 -4.312
H 2.555 -5.997 -2.463
H 2.598 -8.538 -0.942
H 5.945 1.758 -1.618
H -2.270 5.354 4.792
H 3.051 7.198 -1.500
H -0.382 -1.855 -0.226
H -1.358 -0.397 -0.094
H 3.856 -2.507 -5.389
H 0.348 -4.032 3.311
H 3.949 -7.985 -2.049
H -6.166 1.244 -0.455
H 4.006 -2.363 3.201
H 0.947 -6.456 -1.797
H 0.716 3.942 3.674
H 1.124 6.834 3.158
H 3.298 6.805 -2.941
H -0.865 -1.070 -1.678
H 3.245 -1.675 -4.281
H -7.694 3.237 2.538
H 5.236 5.975 1.478
H -0.440 7.574 3.039
H 5.563 5.076 0.304
H 0.505 1.146 -2.435
H -6.207 2.945 3.453
H -0.549 -2.130 -7.410
H -0.241 -5.413 3.115
H -3.907 -4.022 1.097
H -5.303 4.092 1.827
H 1.123 -6.127 -3.479
H -0.797 3.544 4.579
H 4.247 -3.350 2.078
H -0.849 3.869 2.901
H -7.288 1.574 2.969
H -5.223 1.701 1.628
*
```

---

Number 1: E -67542.11272 eV. Number 2: E -8326.00642 eV. Number 3: E -57802.63326 eV. Number 4: E -35804.85030 eV. Number 5: E -59145.93117 eV. Number 6: E -7266.41147 eV. Number 7: E -37790.98472 eV.